Density functional theory data (the ωB97M-V functional and the def2-TZVPD basis) for a structure of composition C39H60As3N2S5Ti.

Each line ends with the Mulliken spin population.
Geometry (Å):
Ti1 0.285 -0.767 0.158  1.1119
C1 1.306 5.412 1.281  0.0028
C2 2.373 5.157 2.342  -0.0048
C3 3.623 5.941 1.911  -0.0021
C4 1.900 5.721 3.690  -0.0013
C5 2.729 3.671 2.495  -0.0350
C6 3.728 3.357 3.418  0.0580
C7 4.137 2.042 3.600  -0.0001
C8 3.562 1.042 2.852  0.0262
S1 3.960 -0.651 2.875  0.0857
C9 2.838 -0.917 1.557  0.3760
N1 2.075 0.196 1.233  0.0285
C10 2.526 1.295 1.917  -0.0765
C11 2.120 2.643 1.765  0.0839
C12 2.805 -2.113 0.813  -0.1316
C13 3.737 -3.158 1.019  0.2254
C14 3.780 -4.231 0.150  -0.1098
C15 2.896 -4.301 -0.926  0.2207
C16 1.923 -3.303 -1.068  -0.1866
C17 1.814 -2.214 -0.211  0.2155
H1 1.072 6.480 1.243  0.0000
H2 0.376 4.871 1.468  0.0011
H3 1.685 5.124 0.299  -0.0024
H4 3.370 6.994 1.746  0.0008
H5 4.030 5.535 0.980  0.0003
H6 4.410 5.899 2.665  0.0000
H7 1.614 6.773 3.586  0.0014
H8 2.696 5.657 4.435  -0.0010
H9 1.047 5.170 4.081  -0.0023
H10 4.199 4.138 4.002  0.0065
H11 4.920 1.810 4.313  -0.0030
H12 1.320 2.859 1.068  0.0733
H13 4.448 -3.111 1.839  0.0379
H14 4.513 -5.016 0.305  -0.0071
H15 2.944 -5.130 -1.625  0.0177
H16 1.217 -3.415 -1.891  -0.0122
C18 2.542 1.358 -4.684  -0.0015
C19 3.028 0.339 -3.657  0.0030
S2 2.493 0.494 -1.933  0.0213
C20 2.738 2.254 -1.646  0.0044
C21 1.557 3.226 -1.878  -0.0032
S3 -0.105 2.513 -1.837  0.0124
C22 -0.771 2.963 -3.466  -0.0011
C23 0.140 2.905 -4.686  0.0005
S4 0.786 1.275 -5.129  0.0003
H17 3.107 1.206 -5.606  0.0003
H18 2.763 2.373 -4.351  0.0000
H19 4.121 0.376 -3.667  0.0006
H20 2.750 -0.677 -3.950  0.0006
H21 3.596 2.588 -2.236  0.0014
H22 3.042 2.318 -0.602  0.0006
H23 1.678 3.769 -2.814  0.0000
H24 1.580 3.976 -1.096  -0.0033
H25 -1.189 3.972 -3.414  0.0000
H26 -1.612 2.283 -3.603  -0.0003
H27 0.981 3.591 -4.594  0.0000
H28 -0.439 3.261 -5.541  0.0000
C24 -2.198 3.523 3.530  0.0018
As1 -1.566 1.831 2.717  0.0283
C25 -0.527 1.239 4.265  0.0041
C26 -3.130 0.700 3.145  0.0081
C27 -4.473 0.923 2.433  -0.0057
C28 -5.289 -0.364 2.621  0.0012
C29 -4.303 1.246 0.941  0.0053
As2 -3.112 0.141 -0.193  0.0339
C30 -4.031 -1.591 -0.122  -0.0006
C31 -4.024 0.714 -1.857  0.0056
C32 -5.199 2.086 3.150  -0.0009
As3 -6.895 2.963 2.622  0.0000
C33 -6.319 4.031 1.073  0.0000
C34 -7.958 1.645 1.622  0.0004
H29 -2.687 3.364 4.494  0.0003
H30 -2.878 4.049 2.855  -0.0006
H31 -1.326 4.153 3.680  -0.0005
H32 -1.165 1.186 5.149  -0.0001
H33 0.289 1.941 4.435  -0.0011
H34 -0.118 0.257 4.028  -0.0011
H35 -3.281 0.768 4.227  0.0011
H36 -2.751 -0.303 2.930  -0.0018
H37 -4.732 -1.232 2.269  -0.0005
H38 -6.242 -0.332 2.093  -0.0002
H39 -5.494 -0.520 3.685  -0.0001
H40 -3.912 2.261 0.819  -0.0016
H41 -5.285 1.223 0.463  0.0007
H42 -5.106 -1.460 0.017  0.0014
H43 -3.599 -2.186 0.681  -0.0006
H44 -3.852 -2.099 -1.071  -0.0011
H45 -5.090 0.475 -1.824  -0.0003
H46 -3.573 0.205 -2.710  0.0005
H47 -3.909 1.793 -1.986  0.0001
H48 -4.529 2.948 3.207  -0.0003
H49 -5.367 1.784 4.187  0.0001
H50 -5.495 4.678 1.376  0.0000
H51 -7.154 4.663 0.769  0.0000
H52 -6.003 3.420 0.232  0.0000
H53 -8.285 0.845 2.285  0.0000
H54 -7.427 1.218 0.773  0.0002
H55 -8.842 2.171 1.260  0.0000
S5 -0.704 -1.662 1.898  -0.1007
C35 -1.751 -3.430 -3.432  0.0196
C36 -1.215 -2.184 -3.710  -0.0081
C37 -0.747 -1.413 -2.658  0.0379
N2 -0.775 -1.823 -1.389  -0.0822
C38 -1.279 -3.037 -1.125  0.0456
C39 -1.786 -3.859 -2.117  -0.0101
H56 -2.131 -4.058 -4.229  0.0018
H57 -1.148 -1.798 -4.717  -0.0002
H58 -0.325 -0.433 -2.834  -0.0068
H59 -1.262 -3.313 -0.080  -0.0054
H60 -2.186 -4.826 -1.844  -0.0011

Output
LUMO energy (spin up / spin down) = 0.070 / 0.070 Eh
Total charge = -1
M = 989.9 g/mol
HOMO level (spin up / spin down) = -1.570 / -4.026 eV
Frontier orbital gap (spin up / spin down) = 3.47 / 5.93 eV
Spin multiplicity = 3

Density functional theory data (the ωB97M-V functional and the def2-TZVPD basis) for the ion C4H5ClF3N2 with charge +1.

Each line ends with the Löwdin charge.
Geometry (Å):
C1 0.383 -0.741 0.720  -0.0228
C2 -0.470 0.841 -0.742  -0.0835
C3 0.929 1.090 -0.574  -0.5391
C4 1.743 0.839 -1.911  -0.6267
N1 -0.639 -0.401 0.055  0.1676
N2 1.390 0.041 0.373  0.1368
F1 1.154 1.602 -2.826  0.1667
F2 3.019 1.132 -1.927  0.2022
F3 1.640 -0.490 -2.202  0.1522
Cl1 1.164 2.932 -0.020  0.6615
H1 0.609 -1.444 1.459  0.1723
H2 -1.153 1.540 -0.404  0.1207
H3 -0.688 0.636 -1.780  0.1557
H4 -1.438 -0.907 0.070  0.1428
H5 2.403 -0.123 0.316  0.1936

Output
LUMO energy = -0.168 Eh
Total charge = +1
SMILES string = FC(F)(F)[C@@]1(Cl)CNC=[NH+]1
M = 173.5 g/mol
HOMO level = -15.612 eV
Frontier orbital gap = 11.04 eV
Spin multiplicity = 1

Which of these has the highest spin multiplicity?
C39H60As3N2S5Ti